[1]
This record from OMol25 describes 11 unconnected molecules or ions with the total composition C33H50O27 at a distorted geometry. The level of theory is wB97M-V/def2-TZVPD.

Geometry as XYZ:
```
110
Properties=species:S:1:pos:R:3:forces:R:3
C -2.3806 2.6941 4.2719 0.928 1.209 -0.003
C -2.1535 1.6249 5.3122 -0.110 0.171 0.346
O -1.6407 2.3944 6.3969 0.274 -1.997 1.562
C -1.7923 3.6996 6.2967 0.283 1.409 -1.257
O -1.5180 4.4990 7.1579 -0.623 -0.989 -1.329
O -2.1855 3.9678 4.9939 -0.651 -0.437 1.113
H -3.3633 2.6522 3.8022 0.390 0.334 0.010
H -1.5231 2.7020 3.5989 -0.550 -0.234 -0.600
H -1.4432 0.8534 5.0151 0.393 0.328 -0.002
H -3.0362 1.0660 5.6229 -0.298 0.375 0.211
C -1.1413 3.5203 -2.7734 0.653 -1.556 0.694
C -1.1529 3.6632 -1.2910 -0.257 -0.536 1.386
O -1.7511 4.9718 -1.1089 -0.544 -2.885 4.213
C -1.7069 5.6119 -2.1738 0.900 6.013 -3.384
O -1.8575 6.8424 -2.2955 -0.098 -3.621 -0.009
O -1.2596 4.8228 -3.1827 -0.246 1.437 -2.189
H -1.9466 2.8594 -3.0941 -0.214 0.244 -0.377
H -0.1894 3.0628 -3.0428 0.031 0.192 -0.540
H -0.1764 3.6573 -0.8067 -0.059 0.237 -0.143
H -1.7442 2.8607 -0.8500 -0.223 0.504 0.411
C 0.6550 -2.8026 -2.9795 -0.503 0.420 -1.033
C 0.2917 -4.2434 -3.1736 -1.028 0.008 1.513
O 1.2980 -4.9097 -2.4429 -0.641 -0.471 0.028
C 2.3710 -4.1165 -2.4467 -1.224 0.060 -0.540
O 3.4383 -4.5380 -2.2917 3.070 -0.325 0.803
O 2.0347 -2.8369 -2.7248 0.701 0.441 -0.119
H 0.1264 -2.3601 -2.1352 0.034 0.061 -0.138
H 0.3983 -2.3091 -3.9169 0.383 0.718 0.281
H 0.2889 -4.6450 -4.1869 -0.361 0.271 0.023
H -0.6280 -4.2665 -2.5889 -0.466 -1.172 -0.726
C -4.4924 -0.1152 2.3798 -0.685 -0.958 1.151
C -3.9207 -0.5859 1.1189 -0.564 -2.204 -1.197
O -3.8371 0.5736 0.3287 0.863 -1.098 -2.371
C -3.9680 1.6181 1.0936 -0.273 1.840 0.449
O -3.8940 2.7692 0.8288 0.428 0.623 -1.133
O -4.2684 1.2269 2.3007 0.122 1.885 3.044
H -3.9255 -0.5901 3.1805 -0.585 0.268 0.526
H -5.5770 -0.2108 2.4308 0.032 -0.684 0.389
H -4.6544 -1.2638 0.6827 0.488 -0.222 -0.509
H -2.9728 -1.0994 1.2800 0.135 0.314 -0.470
C -4.4724 -0.9092 -4.3408 -1.336 1.628 -2.039
C -4.1320 0.4247 -3.7581 -0.417 -0.109 0.102
O -3.0206 0.1013 -2.9111 -0.045 -0.666 0.125
C -3.0225 -1.2412 -2.6999 0.101 -1.019 1.196
O -2.3187 -1.8415 -1.9074 -1.318 1.324 -1.788
O -4.0233 -1.8559 -3.4637 1.919 -0.240 1.642
H -3.9925 -0.8960 -5.3194 0.160 -1.052 -0.158
H -5.5524 -0.9057 -4.4879 0.018 -0.726 -0.019
H -5.0041 0.7736 -3.2051 0.512 0.502 0.480
H -3.8916 1.0800 -4.5953 0.371 0.420 0.661
C 3.7151 0.5461 -3.5458 -0.129 0.703 2.145
C 4.1729 1.3473 -2.2935 -0.135 1.289 -0.629
O 5.2279 0.5764 -1.7158 -0.810 0.606 0.887
C 5.4807 -0.4507 -2.5172 3.807 -2.193 2.253
O 6.3405 -1.3029 -2.2809 -2.029 1.899 -0.514
O 4.7679 -0.3873 -3.5725 -1.265 -1.369 -3.849
H 3.6742 1.2015 -4.4158 0.182 -0.464 -0.143
H 2.7630 0.0458 -3.3691 0.127 -0.102 -0.312
H 3.4109 1.6292 -1.5669 -0.001 -0.565 0.105
H 4.5946 2.2853 -2.6548 0.244 0.100 0.200
C -1.6132 0.9816 -6.4768 0.651 -0.049 -0.577
C -0.2661 1.5254 -7.0022 -0.114 -0.373 -0.594
O 0.6145 1.2318 -5.9487 1.360 -0.746 1.433
C -0.0473 0.7783 -4.8647 1.612 -0.060 1.270
O 0.4334 0.3427 -3.8307 -0.727 0.961 -2.072
O -1.3309 0.9366 -5.0864 -2.280 0.006 0.900
H -1.8592 -0.0533 -6.7146 0.246 0.023 -0.685
H -2.4598 1.6061 -6.7621 0.078 0.161 0.572
H -0.2408 2.6043 -7.1551 -0.296 -0.054 -0.136
H 0.1691 0.9935 -7.8482 -0.534 0.222 -0.311
C -0.2455 -0.8216 0.4159 0.524 -0.742 -0.008
C 0.2249 0.0872 -0.6686 0.280 -0.719 -1.227
O 0.4354 1.3548 -0.0609 0.136 -0.119 0.232
C 0.2186 1.2502 1.2625 -0.929 0.933 1.187
O 0.1910 2.1957 2.0332 0.375 -2.080 -1.430
O -0.1175 -0.0446 1.5904 -0.348 1.302 0.550
H 0.4256 -1.6753 0.5106 -0.217 -0.120 0.091
H -1.2472 -1.1493 0.1379 -0.166 -0.009 0.886
H -0.5454 0.1039 -1.4396 0.247 0.674 -0.140
H 1.1317 -0.3522 -1.0842 0.280 0.730 -0.155
C 4.2752 -2.2715 0.4128 -0.989 -0.339 -0.502
C 3.9198 -1.1379 1.2898 0.239 1.019 0.759
O 2.9460 -0.4234 1.1557 -0.674 -0.367 -0.550
C 4.8985 -0.7735 2.3603 -0.012 -0.449 0.152
H 4.0293 -3.2219 0.8864 0.459 -0.088 0.416
H 5.3288 -2.2091 0.1404 -0.150 -0.263 -0.245
H 3.5732 -2.2693 -0.4210 0.469 0.193 -0.470
H 5.7522 -0.3334 1.8451 0.104 0.261 0.186
H 5.2647 -1.6714 2.8581 0.076 0.011 0.134
H 4.4147 -0.0959 3.0638 0.389 0.031 -0.098
C 1.4609 1.7775 6.8290 1.884 -0.178 0.834
C 2.6240 1.4324 5.8932 -0.901 -0.204 0.576
O 3.7800 1.5887 6.2386 -0.825 -0.341 -0.504
C 2.2047 1.0062 4.4937 1.950 1.502 -0.390
H 0.7225 0.9847 6.9492 -0.320 0.384 -0.632
H 1.1308 2.7824 6.5658 -0.648 -0.273 -0.105
H 1.9445 1.8648 7.8019 -0.148 0.204 0.200
H 3.0209 1.4847 3.9524 0.334 -0.311 -0.555
H 1.3861 1.6042 4.0931 -0.698 -0.826 0.358
H 2.2957 -0.0504 4.2422 -0.613 0.049 0.242
C 1.1313 -3.7232 3.0967 -0.415 0.743 0.536
C -0.0356 -4.6654 2.8569 0.548 0.385 0.325
O -0.3641 -4.8489 1.7160 -0.727 -0.437 -0.397
C -0.6809 -5.3489 4.0517 -0.178 0.053 0.394
H 1.0078 -3.1115 3.9904 -0.071 -0.263 0.367
H 1.1572 -2.9796 2.3000 0.306 -0.400 -0.310
H 2.0721 -4.2627 3.2055 -0.012 -0.054 -0.183
H -0.1456 -5.1279 4.9752 0.341 -0.357 -0.123
H -0.8146 -6.4182 3.8878 0.401 -0.017 -0.055
H -1.6906 -5.0187 4.2956 -0.162 0.448 -0.574
```
Positions in Å, forces in eV/Å.

Properties
structure (SMILES): O=C1OCCO1.O=C1OCCO1.O=C1OCCO1.O=C1OCCO1.O=C1OCCO1.O=C1OCCO1.O=C1OCCO1.O=C1OCCO1.CC(C)=O.CC(C)=O.CC(C)=O
F_max: 7.0 eV/A
highest occupied orbital energy: -9.227 eV
net charge: 0
E_tot: -90311.47778 eV
lowest unoccupied orbital energy: -0.51 eV

Mulliken atomic charge list, values in e, 5 entries: number 1, C, carries 0.34; number 2, C, carries -0.12; number 3, O, carries -0.40; number 4, C, carries 0.65; number 5, O, carries -0.57

---

[2]
This record from OMol25 describes a molecular structure, C33H51BFGeN9O4SY at a distorted geometry. The level of theory is wB97M-V/def2-TZVPD.

Geometry as XYZ:
```
102
Properties=species:S:1:pos:R:3:forces:R:3
Y 0.0345 0.1260 -1.4783 -0.193 -0.459 -0.365
C -0.7495 1.8808 -2.8965 0.662 -1.041 -1.694
C 0.3055 2.5564 -3.8727 -2.881 -2.089 -0.388
C 0.9886 3.7706 -3.4192 2.033 1.400 1.543
C 1.2599 1.4380 -4.2393 -0.005 0.052 0.873
C 2.1836 1.3030 -5.2499 -0.403 1.761 -2.788
C 2.8517 0.1150 -5.0903 0.154 -0.806 0.110
N 2.3360 -0.4823 -4.0031 -0.881 2.425 0.803
N 1.3574 0.3891 -3.4608 1.132 -2.252 0.358
B 2.6033 -1.8143 -3.3267 -0.452 0.591 1.445
N 2.7986 -1.5450 -1.7299 0.719 1.487 -0.912
C 3.5551 -0.5228 -1.1304 -0.371 -0.661 -0.776
C 4.1518 -1.0270 -0.0184 -0.968 -1.310 0.663
C 3.6638 -2.4265 0.0369 0.651 2.390 -0.093
N 2.8942 -2.6563 -0.9934 0.143 -1.015 0.282
C 4.0707 -3.4465 1.0347 0.796 -0.861 0.997
C 2.9532 -4.4243 1.4245 -0.512 1.582 -2.512
C 5.3445 -4.1764 0.4914 -1.272 0.948 -1.380
N 1.3200 -2.6238 -3.4470 0.852 0.667 1.041
C 1.1013 -3.6574 -4.2335 0.671 0.193 -0.638
C -0.2237 -3.9122 -4.2093 -2.343 -1.150 -0.280
C -0.7724 -2.9488 -3.3488 0.404 -0.984 -0.289
N 0.2006 -2.2078 -2.8348 -0.615 0.734 -0.202
C -2.1789 -2.9692 -2.8876 -0.347 0.831 0.586
C -2.9665 -1.6493 -3.1987 -0.952 -1.153 -0.461
C -2.0880 -3.1892 -1.3658 -0.137 -1.099 -0.267
H -1.4328 2.4908 -2.3760 -0.516 1.573 0.679
H -0.0756 2.8112 2.6163 0.584 0.558 -0.614
H -1.4629 1.3140 -3.5562 0.473 0.079 0.155
H -0.2350 2.8856 -4.8118 0.603 -0.504 0.508
H 1.4663 3.7238 -2.3552 -0.959 -0.099 -1.791
H 0.3346 4.6582 -3.4920 0.286 -0.386 0.209
H 1.8105 3.8774 -4.1485 0.014 0.627 0.445
H 2.0026 1.9642 -6.1169 1.217 -0.485 0.320
H 3.6587 -0.3939 -5.6383 -0.637 0.463 0.167
H 3.5079 -2.3744 -3.8516 0.364 -0.174 -0.064
H 3.6127 0.4932 -1.5126 -0.180 -0.363 -0.215
H 4.6701 -0.4477 0.7490 -0.011 -0.422 -0.352
H 4.3338 -2.9253 1.9598 0.221 0.200 -0.074
H 2.6838 -4.9338 0.4913 -0.312 -0.112 0.270
H 2.0885 -3.8470 1.7633 -0.015 -0.224 0.027
H 3.2357 -5.1321 2.1281 0.683 -1.223 1.449
H 5.0681 -4.5117 -0.5217 0.011 -0.424 0.350
H 5.7285 -4.9916 1.0654 0.105 -0.459 0.581
H 6.1179 -3.4558 0.2574 0.362 0.253 0.418
H 1.9060 -3.9968 -4.8400 0.371 -0.560 -0.158
H -0.8248 -4.7452 -4.6119 0.701 0.656 -0.059
H -2.6507 -3.7927 -3.4492 -0.040 0.146 0.611
H -2.3345 -0.7933 -3.1590 0.579 0.668 -0.018
H -3.7963 -1.4259 -2.4763 0.644 -0.521 -0.668
H -3.3679 -1.7399 -4.2448 0.215 0.314 0.960
H -1.5780 -2.3365 -0.9336 -0.186 0.088 0.327
H -1.5549 -4.1145 -1.0603 0.038 0.530 -0.500
H -3.0772 -3.3174 -0.9633 -0.595 0.356 0.384
O 0.7514 -0.8998 0.7113 -1.599 -1.469 -2.976
C 1.2430 -0.3343 1.6215 1.259 2.379 2.855
C 1.7733 1.0471 1.6571 -0.275 -0.959 0.714
C 2.4629 1.3551 2.8249 0.088 -1.608 0.576
C 3.1246 2.5225 2.9587 0.668 1.911 -0.334
C 3.0567 3.5552 1.9406 -0.964 -1.371 1.628
C 2.1883 3.2982 0.9067 1.049 0.937 0.533
C 1.6117 2.0319 0.6460 0.775 -0.740 0.796
O 1.0589 1.7982 -0.4550 -0.539 -0.072 -0.646
N 3.9313 2.6853 4.1709 0.997 1.005 -1.317
O 4.0374 1.7120 4.8869 0.165 0.411 0.759
O 4.5548 3.7563 4.3072 -0.944 -1.339 0.207
H 1.2738 -0.8362 2.6229 0.260 0.061 -0.315
H 2.5928 0.6024 3.6465 -0.339 0.733 -0.990
H 3.5671 4.4968 2.1476 -0.238 -0.249 -0.376
H 1.9596 4.0712 0.2158 0.013 0.491 -0.737
F -1.8947 0.1447 -0.6634 0.213 -0.367 0.072
S -5.4285 -0.6268 5.5358 -0.002 0.464 0.633
C -4.8371 -1.0756 4.0555 0.375 0.826 -1.398
N -3.7981 -0.4599 3.3955 0.254 -0.622 -0.588
C -2.9521 -1.0044 2.2745 -2.133 0.713 0.373
C -3.2991 -2.4269 2.1918 -0.733 -1.663 -0.711
C -4.7938 -2.5607 2.0763 -2.322 -0.620 0.622
N -5.4689 -2.0229 3.3445 0.329 -0.772 -1.413
H -3.4334 0.3797 3.7638 0.044 0.635 0.955
H -1.9372 -0.7750 2.5012 0.813 0.059 0.040
H -3.2312 -0.6083 1.2718 0.362 0.435 0.761
H -3.1209 -3.0778 3.0231 1.081 0.028 0.852
H -2.8548 -2.8680 1.3072 0.165 -0.164 -0.128
H -5.1179 -3.6067 2.0381 0.440 -0.091 0.163
H -5.2028 -2.1963 1.1229 0.019 0.822 0.453
H -6.3720 -2.3462 3.7492 1.429 0.085 -0.697
C -1.5850 5.6364 2.0279 -0.983 -0.566 -0.285
Ge -2.4952 3.8955 2.5709 -0.033 -0.050 -0.882
C -3.7409 4.1813 4.0663 0.510 -0.869 0.394
C -3.6471 3.1479 1.0456 1.969 -0.106 -0.937
C -1.0177 2.6951 3.0992 -0.689 -1.269 1.158
H -2.3029 6.4729 2.0833 0.496 -0.155 0.375
H -1.4069 5.5268 0.9630 0.121 -0.154 -0.319
H -0.6038 5.8424 2.4692 -0.464 -0.013 0.318
H -4.5540 4.7365 3.6408 -0.498 0.506 0.093
H -3.1984 4.7356 4.8201 -0.080 0.528 0.197
H -4.1530 3.3050 4.6100 0.303 0.218 -0.715
H -3.8130 2.0786 1.2292 0.228 0.124 -0.010
H -3.0830 3.2249 0.0352 -0.887 -0.170 1.658
H -4.6333 3.5695 0.9117 -0.138 0.526 0.205
H -0.8095 2.7664 4.1872 -0.211 0.323 -0.445
H -1.2318 1.6120 2.9785 -0.259 0.497 -0.177
```
Positions in Å, forces in eV/Å.

Properties
relative energy (zero: lowest compared OMol25 entry of this formula, charge and spin): 59.8 kcal per mole
F_max: 3.9 eV/A
highest occupied orbital energy: -4.815 eV
net charge: -1
E_tot: -128442.01467 eV
lowest unoccupied orbital energy: 1.82 eV

Mulliken atomic charge list, values in e, 5 entries: number 1, Y, carries 1.45; number 2, C, carries -1.90; number 3, C, carries 1.27; number 4, C, carries -1.33; number 5, C, carries -0.47